Density functional theory data (ωB97M-V/def2-TZVPD) for an isolated molecule of C4H8O2.

```
14
Properties=species:S:1:pos:R:3:nbo_charge:R:1
C -2.3429 0.3272 -0.2138 -0.2456
O -1.0981 -0.2374 -0.5351 -0.5325
C -0.1218 0.0335 0.4356 -0.0829
C 1.1646 -0.5854 -0.0529 -0.0118
C 2.1330 0.2062 -0.8430 -0.2344
O 2.2893 -0.3787 0.8233 -0.5760
H -2.7246 -0.0569 0.7452 0.1646
H -2.2822 1.4244 -0.1504 0.1674
H -3.0399 0.0539 -1.0091 0.1960
H -0.4010 -0.4002 1.4116 0.1686
H 0.0240 1.1179 0.5696 0.1741
H 1.0726 -1.6528 -0.2568 0.1961
H 2.5361 0.6187 0.4830 0.4602
H 2.7909 -0.4705 -1.4071 0.1564
```

Calculated values
Charge: 0
Energy above the lowest of the compared OMol25 structures with the same formula, charge and spin in eV: 5.692
HOMO level in Ha: -0.34224
Spin multiplicity: 1
Energy in Ha: -307.503258

Density functional theory data (ωB97M-V/def2-TZVPD) for a structure of composition C21H25BN5OS2Sr.

```
56
Properties=species:S:1:pos:R:3:mulliken_charge:R:1
Sr 1.1369 -0.6656 0.8225 2.2719
C 2.3837 3.8240 1.6727 -0.9154
N 3.0244 2.5240 1.7510 0.2126
C 3.8875 2.0858 2.7489 -0.2977
C 4.1900 0.8101 2.4787 -0.7896
N 3.5058 0.4356 1.3172 0.0277
B 3.6354 -0.9558 0.6516 0.1486
N 2.9220 -2.0827 1.5044 0.2223
C 3.0293 -3.4132 1.0881 -1.0701
C 2.4047 -4.1865 1.9824 -0.4674
N 1.8997 -3.3525 2.9603 0.1921
C 0.9511 -3.7655 3.9754 -0.9675
C 2.2063 -2.0548 2.6693 0.0474
S 1.6647 -0.7235 3.5865 -0.2961
C 2.8247 1.5292 0.8493 0.0863
S 1.9561 1.7080 -0.5917 -0.3818
H 2.6559 4.3892 2.5612 0.3188
H 1.3041 3.7017 1.6244 0.3256
H 2.7048 4.3569 0.7792 0.3269
H 4.1711 2.7156 3.5738 0.4159
H 4.8059 0.1136 3.0168 0.4810
H 4.8033 -1.2442 0.5947 -0.1939
H 3.1847 -0.9367 -0.4713 0.0244
H 3.5483 -3.6674 0.1812 0.4984
H 2.2456 -5.2500 2.0036 0.4924
H 1.2437 -4.7413 4.3580 0.3719
H -0.0520 -3.8156 3.5515 0.2701
H 0.9569 -3.0339 4.7765 0.3494
C -2.0508 -3.1799 0.0110 -1.5545
C -0.5965 -3.2271 -0.4731 1.2423
C -0.5394 -2.7233 -1.9228 -1.6602
C -0.0901 -4.6714 -0.4326 -1.5569
O 0.1762 -2.4037 0.3216 -1.3649
H -2.7383 -3.6615 -0.6954 0.3788
H -2.3446 -2.1380 0.1467 0.2578
H -2.1388 -3.6834 0.9806 0.3391
H -1.2201 -3.2686 -2.5853 0.4084
H 0.4813 -2.8242 -2.3090 0.3353
H -0.8044 -1.6656 -1.9417 0.2986
H -0.6325 -5.3136 -1.1375 0.4399
H -0.2145 -5.0829 0.5759 0.2503
H 0.9743 -4.6958 -0.6839 0.2936
N -6.9281 4.3698 5.0831 -0.5635
C -6.1290 3.8022 4.4780 0.0525
C -5.1277 3.0899 3.7173 0.5644
C -4.8117 3.4912 2.4218 -0.4613
C -3.8374 2.8267 1.7031 -0.5453
C -3.1378 1.7368 2.2494 0.5037
C -3.4854 1.3363 3.5586 -0.5137
C -4.4572 1.9992 4.2781 -0.4427
C -2.1103 1.0742 1.5246 -0.9350
C -1.2036 0.4770 0.9277 -0.1860
H -5.3386 4.3297 1.9836 0.4032
H -3.5949 3.1424 0.6966 0.4436
H -2.9598 0.4926 3.9858 0.4651
H -4.7115 1.6815 5.2818 0.4029
```

Calculated values
Charge: -1
Energy above the lowest of the compared OMol25 structures with the same formula, charge and spin in eV: 2.261
HOMO level in Ha: -0.17953
Spin multiplicity: 1
Energy in Ha: -2016.296456

Density functional theory data (ωB97M-V/def2-TZVPD) for a structure of composition C6H24BBeF4N12O6.

```
54
Properties=species:S:1:pos:R:3:nbo_charge:R:1
Be -2.6438 1.6552 -2.5928 1.7194
B -0.3623 0.4828 0.0510 1.5062
F -0.4480 0.9568 1.3178 -0.4976
F 0.8406 1.0147 -0.6797 -0.5561
F -1.3651 0.2705 -0.5466 -0.4527
F -2.4918 2.4428 -1.5899 -0.8628
C 1.8063 -1.3668 -2.5441 0.7852
O 1.0030 -0.7048 -3.1973 -0.7314
N 3.1176 -1.2664 -2.7361 -0.8130
N 1.4976 -2.0524 -1.4229 -0.8290
H 3.2819 -1.0041 -3.6882 0.4028
H 3.7929 -1.9228 -2.3316 0.3951
H 2.2280 -2.5936 -0.9898 0.3887
H 0.5436 -2.4324 -1.3007 0.4158
C -1.6727 -3.3506 1.4966 0.7618
O -1.8796 -2.6869 0.5601 -0.6854
N -1.5413 -4.6934 1.4129 -0.8374
N -1.2366 -2.8364 2.6122 -0.8167
H -1.6546 -5.2037 2.2874 0.3807
H -2.0491 -5.1089 0.6405 0.3946
H -1.0534 -1.8497 2.5241 0.4101
H -0.7041 -3.3671 3.2661 0.3941
C -4.6988 -0.3119 -2.2221 0.8132
O -3.7605 0.6122 -2.3311 -0.9226
N -4.8920 -1.3060 -2.8274 -0.7419
N -5.2656 -0.1109 -1.0672 -0.7611
H -5.4526 -1.9470 -2.2455 0.4059
H -5.2804 -1.3300 -3.7484 0.4306
H -4.6111 0.5280 -0.7001 0.4357
H -5.9416 -0.5765 -0.5342 0.4098
C 1.7352 4.9704 3.6123 0.7699
O 1.2357 4.3859 4.5277 -0.6315
N 2.5328 6.0445 3.6309 -0.8320
N 1.4226 4.5262 2.3327 -0.8515
H 2.9341 6.3285 4.5123 0.3976
H 3.2366 6.2007 2.9250 0.3847
H 1.2907 3.5288 2.4306 0.3939
H 1.9588 4.7831 1.5199 0.3692
C -0.9280 2.6652 -3.8712 0.7969
O -1.7969 3.4268 -4.2403 -0.5675
N 0.3804 2.7618 -3.7554 -0.7980
N -1.4398 1.2752 -3.3781 -1.1129
H 0.9346 3.3971 -4.2921 0.4220
H 0.9456 2.0692 -3.2947 0.4313
H -0.7120 0.5784 -3.0209 0.4680
H -1.4767 1.0144 -4.3813 0.4168
C 3.2256 -1.9552 3.1937 0.7821
O 2.3852 -1.3836 2.5422 -0.6532
N 3.6122 -1.5821 4.4489 -0.8363
N 3.8456 -3.1542 2.7587 -0.8631
H 3.4018 -0.6080 4.5445 0.4036
H 4.5163 -1.8771 4.8154 0.3911
H 4.3638 -3.6594 3.4655 0.3841
H 3.2891 -3.6771 2.1004 0.3928
```

Calculated values
Charge: +1
HOMO level in Ha: -0.41533
Spin multiplicity: 1
Energy in Ha: -1790.775448

Density functional theory data (ωB97M-V/def2-TZVPD) for a cluster of 11 separate species, C3H28NO10S in total.

```
43
Properties=species:S:1:pos:R:3:nbo_charge:R:1
C 1.0955 2.7190 0.1380 -0.4049
N 1.0213 1.3796 -0.3905 -0.7066
C 0.8886 1.1803 -1.7906 -0.2448
C -0.5886 0.9607 -2.1517 -0.5118
S -1.0728 -0.8527 -2.0253 -0.7492
H 0.7731 3.3909 -0.7402 0.1924
H 2.2079 2.8099 0.5505 0.1660
H 0.5688 2.8688 1.0944 0.1855
H 0.2051 0.8798 0.0617 0.3837
H 1.2690 2.0325 -2.3873 0.1770
H 1.3648 0.3138 -2.1969 0.1991
H -0.6370 1.1054 -3.2375 0.1979
H -1.2660 1.5092 -1.4911 0.2177
H -1.4116 0.2924 1.0397 0.4936
H -1.5996 1.6660 1.7695 0.4846
O -1.7176 1.2340 0.9652 -1.0010
H 2.6300 -0.0966 0.5689 0.4886
H 3.3744 0.0388 -0.7146 0.4814
O 3.1224 -0.6514 -0.0710 -0.9792
H -2.3862 -3.6943 -0.5189 0.4772
H -3.6130 -2.9905 0.1039 0.4961
O -3.1040 -3.7814 0.1987 -0.9747
H 2.8474 -1.0477 -3.3635 0.4969
H 1.7035 -0.6615 -4.3307 0.4689
O 2.6475 -0.4658 -4.2071 -0.9920
H -2.7502 -0.0078 2.7097 0.4804
H -1.4194 -0.3582 3.0403 0.4659
O -2.1677 -0.0285 3.5640 -0.9523
H -1.5943 -2.1498 1.2464 0.5301
H -0.5823 -1.4445 0.3604 0.4974
O -0.9048 -1.4175 1.1816 -1.0037
H 0.5978 -0.6756 2.0875 0.5079
H 2.2436 -0.8395 2.0410 0.4796
O 1.4887 -0.4165 2.4585 -0.9994
H 2.5300 -2.3597 -1.4947 0.4882
H 1.2286 -1.7860 -2.0942 0.4962
O 1.9598 -2.2889 -2.3037 -0.9782
H -2.6308 -0.8059 -0.4037 0.5073
H -3.8356 -0.2471 0.4339 0.4770
O -3.2592 -1.0044 0.3243 -1.0409
H 0.7085 2.1067 2.6520 0.4879
H -0.0044 1.4163 3.9204 0.4839
O 0.0685 2.1677 3.4023 -0.9699
```

Calculated values
Charge: -1
Energy above the lowest of the compared OMol25 structures with the same formula, charge and spin in eV: 0.000
HOMO level in Ha: -0.16273
Spin multiplicity: 1
Energy in Ha: -1336.449885

Density functional theory data (ωB97M-V/def2-TZVPD) for a cluster of 2 separate species, C3H12N2OS in total.

```
19
Properties=species:S:1:pos:R:3:nbo_charge:R:1
N -1.6924 -0.3567 -0.3064 -0.8543
C -0.5547 -0.9835 0.3809 -0.2318
C 0.8375 -0.6411 -0.2231 -0.0841
N 0.9301 0.2884 -1.2850 -0.8669
C 1.8160 -0.3638 0.9183 -0.4924
S 3.5873 -0.3582 0.3721 -0.0617
H -1.4729 -0.3973 -1.3010 0.3560
H -2.5340 -0.9178 -0.2454 0.3649
H -0.5491 -0.5678 1.3882 0.1729
H -0.6764 -2.0524 0.5997 0.1805
H 1.1862 -1.6145 -0.5963 0.1980
H 0.9257 -0.0194 -2.2420 0.3846
H 0.5574 1.2155 -1.1797 0.3781
H 1.6213 0.5960 1.3994 0.2114
H 1.8250 -1.1533 1.6700 0.2208
H 3.3890 0.8051 -0.2554 0.1310
O -3.2856 2.4291 0.1144 -0.9617
H -2.8843 1.6210 -0.2501 0.4885
H -3.0262 2.4707 1.0414 0.4661
```

Calculated values
Charge: 0
Energy above the lowest of the compared OMol25 structures with the same formula, charge and spin in eV: 0.618
HOMO level in Ha: -0.33189
Spin multiplicity: 1
Energy in Ha: -704.415531

Density functional theory data (ωB97M-V/def2-TZVPD) for an isolated molecule of C6H9N.

```
16
Properties=species:S:1:pos:R:3:nbo_charge:R:1
C -1.8584 2.0383 -1.3226 -0.6974
C -1.1229 1.7622 -0.0671 -0.0024
C 0.0240 1.1921 0.1978 -0.4218
C 0.9964 0.2827 0.5971 -0.0289
N 0.7724 -0.9830 1.1419 -0.4088
C 1.5292 -2.1077 0.6285 -0.2404
C 0.0586 -1.9974 0.4051 -0.2428
H -1.4328 2.9723 -1.7188 0.2483
H -2.9162 2.2503 -1.1328 0.2209
H -1.7740 1.2844 -2.1208 0.1940
H 2.0119 0.6401 0.7667 0.2019
H 0.5138 1.7473 1.0897 0.3677
H 1.9249 -2.7975 1.3703 0.2053
H 2.1735 -1.9269 -0.2310 0.1964
H -0.2807 -1.7482 -0.5984 0.1997
H -0.6199 -2.6090 0.9944 0.2082
```

Calculated values
Charge: 0
Energy above the lowest of the compared OMol25 structures with the same formula, charge and spin in eV: 6.686
HOMO level (spin up / spin down) in Ha: -0.25089 / -0.25079
Spin multiplicity: 1
Energy in Ha: -288.536321

Density functional theory data (ωB97M-V/def2-TZVPD) for a cluster of 2 separate species, C5H11O2 in total.

```
18
Properties=species:S:1:pos:R:3:nbo_charge:R:1
C 0.3173 0.2363 2.2837 -0.6128
C -0.8696 -0.7427 2.2885 -0.6311
H 0.6835 0.5540 3.2561 0.1773
H 1.0862 -0.2113 1.6583 0.1981
H -0.0135 1.1250 1.7366 0.2168
H -0.4971 -1.7592 2.4391 0.1716
H -1.3528 -0.7352 1.3028 0.2908
H -1.5916 -0.4525 3.0553 0.1747
C 0.4597 0.7029 -1.8036 -0.5183
C 0.9258 -0.6946 -2.2166 -0.6130
C -0.9802 0.8503 -1.2688 0.7649
O -1.5889 1.8886 -1.5979 -0.7785
O -1.4069 -0.0973 -0.5593 -0.8161
H 1.0780 1.0604 -0.9710 0.1926
H 0.6040 1.3956 -2.6334 0.1938
H 1.9437 -0.8746 -1.8629 0.1790
H 0.9380 -0.7882 -3.3011 0.1814
H 0.2644 -1.4575 -1.8060 0.2289
```

Calculated values
Charge: -1
Energy above the lowest of the compared OMol25 structures with the same formula, charge and spin in eV: 0.229
HOMO level in Ha: -0.14746
Spin multiplicity: 1
Energy in Ha: -347.641255

Density functional theory data (ωB97M-V/def2-TZVPD) for an isolated molecule of C18H15ClF3N3O5.

```
45
Properties=species:S:1:pos:R:3:nbo_charge:R:1
O 2.1608 3.7254 1.4078 -0.5982
C 1.5977 2.7583 1.8550 0.6667
C 0.1184 2.7717 2.2370 -0.1706
O -0.4739 1.4847 2.2878 -0.5087
C -0.6741 0.8825 1.0996 0.7933
O -0.3137 1.3975 0.0575 -0.6217
C -1.3441 -0.4154 1.2208 -0.2858
C -1.7513 -0.8662 2.4696 -0.0832
C -2.3991 -2.0817 2.6046 -0.0670
N -2.8114 -2.5272 3.8968 0.5324
O -2.5565 -1.8165 4.8502 -0.3902
O -3.3932 -3.5926 3.9693 -0.3893
C -2.6564 -2.8744 1.4784 -0.1165
C -2.2637 -2.4499 0.2406 -0.3130
C -1.5951 -1.2150 0.0629 0.3626
N -1.2049 -0.7975 -1.1430 -0.5917
C -1.3868 -1.5096 -2.3865 -0.2458
C -0.7621 -0.7356 -3.5163 -0.0873
C -1.0618 0.6135 -3.6778 -0.1424
C -0.4945 1.3575 -4.6953 -0.2211
C 0.3854 0.7576 -5.5802 -0.1925
C 0.6903 -0.5843 -5.4460 -0.2239
C 0.1194 -1.3213 -4.4198 -0.0165
Cl 0.5307 -3.0010 -4.2951 0.0049
N 2.2127 1.5682 2.0735 -0.6218
C 3.6165 1.3987 1.8234 -0.3141
C 4.3712 1.1254 3.1228 0.9662
F 3.9297 0.0007 3.7136 -0.3343
F 4.2287 2.1059 4.0175 -0.3191
F 5.6812 0.9628 2.9108 -0.3201
H 0.0148 3.1896 3.2411 0.2268
H -0.4046 3.4101 1.5175 0.2279
H -1.5714 -0.2673 3.3490 0.2633
H -3.1668 -3.8158 1.6133 0.2520
H -2.4664 -3.0645 -0.6205 0.2242
H -0.7317 0.1020 -1.1793 0.4438
H -2.4598 -1.6381 -2.5893 0.2068
H -0.9309 -2.5033 -2.3227 0.2200
H -1.7536 1.0827 -2.9943 0.2125
H -0.7394 2.4031 -4.7974 0.2209
H 0.8339 1.3304 -6.3769 0.2218
H 1.3715 -1.0644 -6.1309 0.2303
H 1.7101 0.8167 2.5227 0.4127
H 3.8086 0.5633 1.1413 0.2208
H 3.9857 2.3333 1.3872 0.2648
```

Calculated values
Charge: 0
HOMO level in Ha: -0.32400
Spin multiplicity: 1
Energy in Ha: -1995.176712

Density functional theory data (ωB97M-V/def2-TZVPD) for a cluster of 2 separate species, C9H14O in total.

```
24
Properties=species:S:1:pos:R:3:nbo_charge:R:1
C -0.2440 -2.1192 -2.3560 -0.6264
C -0.5102 -1.6221 -0.9530 -0.0414
C -1.8122 -1.4339 -0.5073 -0.1905
C -2.0822 -1.2489 0.8387 -0.2795
C -1.0276 -1.1154 1.7274 0.2884
O -1.2711 -0.9843 3.0945 -0.6969
C 0.2857 -1.1462 1.2946 -0.2589
C 0.5203 -1.4500 -0.0434 -0.1946
H 0.6111 -2.7968 -2.3152 0.2193
H -0.0506 -1.3063 -3.0672 0.2175
H -1.1102 -2.6281 -2.7690 0.2156
H -2.5662 -1.3882 -1.2775 0.2093
H -3.0968 -1.0910 1.1989 0.2188
H -1.9065 -1.6715 3.3557 0.4803
H 1.0872 -0.8380 1.9482 0.2282
H 1.5490 -1.4790 -0.4029 0.2109
C 1.1294 3.6895 0.2907 -0.6008
C 1.7527 2.3552 -0.1845 -0.6087
H 0.2090 3.8542 -0.2766 0.2018
H 0.9759 3.6982 1.3642 0.2026
H 1.7948 4.5170 0.0282 0.1967
H 0.9983 1.5782 -0.1017 0.2103
H 2.0817 2.5368 -1.2012 0.1986
H 2.6822 2.0898 0.3145 0.1994
```

Calculated values
Charge: 0
Energy above the lowest of the compared OMol25 structures with the same formula, charge and spin in eV: 0.460
HOMO level in Ha: -0.31676
Spin multiplicity: 1
Energy in Ha: -426.555868

Density functional theory data (ωB97M-V/def2-TZVPD) for a structure of composition C3H10N2O3.

```
18
Properties=species:S:1:pos:R:3:nbo_charge:R:1
C -1.4844 1.0367 0.2401 -0.1301
C -0.0662 0.7440 1.0011 0.6679
N -0.3509 -0.0425 2.1314 -0.8366
O -2.2034 -0.1060 0.0168 -0.7586
O 0.6828 1.7208 1.0632 -0.6893
H -1.6919 -0.6566 -0.6605 0.4853
H -0.9722 -0.8144 1.9282 0.3852
H 0.4798 -0.3195 2.6383 0.3715
H -1.2032 1.5684 -0.6747 0.1498
H -2.0098 1.6805 0.9470 0.1964
C 1.8883 -0.0850 -0.7084 -0.2807
N -0.4154 -1.3198 -1.5069 -0.4891
O 0.6622 -0.5284 -0.1713 -0.4122
H 0.0804 -2.2109 -1.4822 0.3672
H -0.0377 -0.7852 -2.2901 0.3569
H 1.7348 0.7502 -1.4021 0.1904
H 2.5007 0.2905 0.1164 0.2470
H 2.4063 -0.9228 -1.1862 0.1788
```

Calculated values
Charge: 0
Energy above the lowest of the compared OMol25 structures with the same formula, charge and spin in eV: 5.448
HOMO level in Ha: -0.30504
Spin multiplicity: 1
Energy in Ha: -455.371391

Density functional theory data (ωB97M-V/def2-TZVPD) for a cluster of 2 separate species, C4H6Cl2 in total.

```
12
Properties=species:S:1:pos:R:3:nbo_charge:R:1
C 0.9470 1.6057 0.8239 -0.6422
C 0.5216 0.4910 -0.3079 -0.3568
C -0.5521 -0.4252 0.1213 0.0577
C -0.5267 -1.6188 0.7259 -0.4255
H 1.2754 2.5513 -0.0028 0.2489
H -0.1756 1.7721 1.5291 0.2457
H 1.9996 0.8509 1.6187 0.2442
H 0.4185 1.0529 -1.3322 0.2639
H -1.3609 -2.3154 0.9075 0.2499
H 0.5338 -1.7487 1.0577 0.2342
Cl 1.9786 -0.4167 -0.4143 -0.0051
Cl -2.2745 0.2708 -0.2891 -0.1150
```

Calculated values
Charge: 0
Energy above the lowest of the compared OMol25 structures with the same formula, charge and spin in eV: 4.240
HOMO level in Ha: -0.36334
Spin multiplicity: 1
Energy in Ha: -1076.226346

Density functional theory data (ωB97M-V/def2-TZVPD) for a cluster of 2 separate species, C9H11F2N2 in total.

```
24
Properties=species:S:1:pos:R:3:nbo_charge:R:1
C -0.3374 0.2865 0.8928 -0.1860
C -1.8417 -1.0262 -0.5695 -0.2737
C -2.7262 0.5404 1.0259 -0.2749
C -0.4804 -0.7227 -0.0494 -0.1610
C -1.4581 0.8698 1.4879 0.4261
C -2.9575 -0.3712 -0.0178 0.4292
C 1.9239 2.8362 -0.4283 -0.0086
C 2.0252 -1.4248 -0.0175 -0.7073
C 0.6439 -1.4345 -0.6203 0.4784
N 1.5538 2.2775 0.6193 -0.6549
N 0.3726 -2.1323 -1.6782 -0.6384
F -1.4057 1.7744 2.4148 -0.2720
F -4.1124 -0.6794 -0.4346 -0.2644
H 0.7098 0.3778 1.1741 0.2705
H -2.2072 -1.8401 -1.2762 0.2222
H -3.5874 0.9571 1.4500 0.2515
H 2.6245 3.6973 -0.4518 0.1666
H 1.4277 2.6066 -1.3626 0.1611
H 2.6870 -2.0196 -0.6090 0.2412
H 2.5111 -0.5123 0.2070 0.2807
H 2.0910 -1.9194 0.9319 0.2825
H -0.6414 -2.1649 -2.0380 0.4492
H 1.1198 -2.5597 -2.1456 0.4241
H 2.0653 2.5834 1.4949 0.3576
```

Calculated values
Charge: +1
Energy above the lowest of the compared OMol25 structures with the same formula, charge and spin in eV: 0.000
HOMO level in Ha: -0.46883
Spin multiplicity: 1
Energy in Ha: -658.478356